(1)
A structure of composition C21H33ClIrN2O3Si in a non-equilibrium geometry, computed with ωB97M-V/def2-TZVPD.

XYZ file:
```
62
C21H33ClIrN2O3Si, DFT ωB97M-V/def2-TZVPD
Ir 0.63 0.69 0.77
Cl 1.15 6.14 5.33
C 0.98 4.67 4.50
C 1.11 3.46 5.21
C 0.98 2.24 4.58
C 0.72 2.20 3.21
O 0.57 1.00 2.64
C 0.59 3.41 2.48
C 0.26 3.47 1.11
O 0.09 2.51 0.31
C 0.71 4.64 3.15
H 1.32 3.50 6.27
H 1.08 1.32 5.14
H 0.08 4.44 0.65
H 0.60 5.56 2.58
N 1.18 0.16 -1.04
C 1.67 -0.14 -2.06
N 2.19 -0.48 -3.18
C 2.46 0.52 -4.25
C 3.81 0.19 -4.87
O 3.84 -1.15 -5.30
C 3.74 -2.05 -4.21
C 2.39 -1.91 -3.54
H 2.45 1.52 -3.82
H 1.67 0.43 -4.99
H 4.62 0.38 -4.15
H 3.97 0.82 -5.75
H 4.55 -1.86 -3.49
H 3.85 -3.06 -4.61
H 2.32 -2.52 -2.64
H 1.59 -2.18 -4.23
C -2.78 0.50 1.86
Si -1.61 -0.46 0.80
C -0.97 -2.01 1.68
C -2.05 -3.08 1.43
C -0.82 -1.78 3.18
C 0.37 -2.31 1.01
C -2.29 -0.65 -0.96
C -1.58 -1.66 -1.86
C -2.20 0.75 -1.60
C -3.79 -1.01 -0.84
H -3.68 -0.10 2.02
H -3.09 1.43 1.36
H -2.35 0.76 2.82
H -3.02 -2.78 1.83
H -1.76 -3.99 1.97
H -2.16 -3.35 0.38
H -1.78 -1.60 3.66
H -0.14 -0.98 3.43
H -0.42 -2.70 3.62
H 0.29 -2.51 -0.05
H 0.86 -3.18 1.48
H 1.10 -1.46 1.16
H -0.50 -1.51 -1.89
H -1.95 -1.55 -2.88
H -1.77 -2.69 -1.56
H -1.17 1.10 -1.72
H -2.75 1.50 -1.04
H -2.64 0.71 -2.60
H -3.95 -2.01 -0.43
H -4.22 -0.99 -1.84
H -4.34 -0.29 -0.24
```

Computed properties:
Net charge   +2
Multiplicity   2
HOMO (spin up / spin down)   -14.573 / -14.598 eV
Orbital gap (spin up / spin down)   7.10 / 5.67 eV
Energy above the lowest of the compared OMol25 structures with the same formula, charge and spin   61.8 kJ/mol
LUMO level (spin up / spin down)   -7.47 / -8.93 eV

These are the Löwdin partial charges, in e, on atoms 1 to 4:
1. Ir 1.29
2. Cl 0.78
3. C -0.64
4. C -0.02


(2)
A structure of composition C21H33CrN10O3PS2, computed with ωB97M-V/def2-TZVPD.

XYZ file:
```
71
C21H33CrN10O3PS2, DFT ωB97M-V/def2-TZVPD
Cr 0.14 -1.11 1.18
N 2.01 -1.85 2.28
C 2.69 -0.78 3.03
C 1.78 -0.20 4.11
C 0.66 0.68 3.58
O 0.22 1.59 4.28
O 0.24 0.44 2.39
H 1.71 -2.58 2.92
H 2.65 -2.24 1.60
H 2.99 -0.02 2.31
H 3.61 -1.16 3.48
H 2.36 0.41 4.81
H 1.31 -1.00 4.68
N -2.11 -3.86 1.06
C -1.76 -3.45 2.33
N -2.23 -4.02 3.43
N -1.63 -3.33 4.43
N -0.87 -2.41 3.94
N -0.93 -2.45 2.59
C -1.37 -3.57 -0.07
N -1.56 -4.20 -1.22
N -0.71 -3.59 -2.07
N -0.06 -2.66 -1.48
N -0.45 -2.60 -0.18
H -2.62 -4.73 1.01
C -0.59 3.53 -1.25
C -0.22 2.55 -0.14
C 1.30 2.37 -0.12
C -0.65 3.14 1.21
P -0.88 0.79 -0.41
C -0.69 0.64 -2.23
C 0.48 0.04 -2.67
C 0.78 -0.08 -4.02
C -0.11 0.40 -4.97
C -1.29 1.00 -4.55
C -1.58 1.12 -3.20
C -2.74 0.74 -0.07
C -2.89 0.47 1.44
C -3.29 -0.48 -0.82
C -3.58 1.97 -0.41
H -0.15 4.50 -1.01
H -1.67 3.67 -1.34
H -0.20 3.21 -2.22
H 1.77 3.35 0.02
H 1.68 1.95 -1.05
H 1.61 1.72 0.70
H -0.07 4.06 1.37
H -0.47 2.47 2.05
H -1.70 3.44 1.21
H 1.18 -0.38 -1.95
H 1.70 -0.56 -4.32
H 0.11 0.30 -6.02
H -2.00 1.37 -5.28
H -2.50 1.61 -2.91
H -2.46 -0.50 1.71
H -3.95 0.44 1.69
H -2.40 1.22 2.06
H -2.67 -1.36 -0.67
H -3.37 -0.30 -1.89
H -4.30 -0.70 -0.44
H -3.28 2.85 0.16
H -4.62 1.75 -0.14
H -3.57 2.23 -1.47
C 5.41 -0.38 -2.57
O 5.88 -0.83 -1.31
C 4.98 -1.17 -0.34
S 5.69 -1.70 1.09
S 3.33 -1.04 -0.68
H 6.31 -0.19 -3.16
H 4.83 0.54 -2.46
H 4.79 -1.13 -3.05
```

Computed properties:
Net charge   -2
Multiplicity   5
HOMO (spin up / spin down)   -2.175 / -2.220 eV
Orbital gap (spin up / spin down)   6.38 / 6.43 eV
Energy above the lowest of the compared OMol25 structures with the same formula, charge and spin   0.0 kJ/mol
LUMO level (spin up / spin down)   4.21 / 4.21 eV

These are the Löwdin partial charges, in e, on atoms 1 to 4:
1. Cr 0.57
2. N -0.04
3. C -0.27
4. C -0.11


(3)
A structure of composition C21H33GeNO3SV, computed with ωB97M-V/def2-TZVPD.

XYZ file:
```
61
C21H33GeNO3SV, DFT ωB97M-V/def2-TZVPD
V -0.35 -1.28 0.26
C 2.36 -3.41 -1.02
C 2.62 -2.24 -0.11
C 3.21 -2.64 1.23
C 3.35 -1.10 -0.78
O 1.24 -1.68 0.23
Ge 2.13 2.59 -1.66
O 1.27 3.33 -0.44
C 0.81 4.60 0.30
C 1.76 4.76 1.45
C 0.90 5.72 -0.72
C -0.61 4.30 0.72
O -0.93 -0.56 -1.11
C -1.30 -0.18 -2.52
C -1.76 1.26 -2.43
C -2.42 -1.12 -2.90
C -0.06 -0.37 -3.37
H 3.32 -3.81 -1.36
H 1.83 -4.21 -0.50
H 1.79 -3.11 -1.90
H 4.17 -3.11 1.05
H 3.37 -1.77 1.87
H 2.57 -3.36 1.74
H 4.38 -1.41 -0.97
H 2.89 -0.85 -1.73
H 3.40 -0.23 -0.12
H 2.80 4.84 1.11
H 1.52 5.69 1.97
H 1.68 3.95 2.17
H 1.92 5.87 -1.05
H 0.25 5.54 -1.57
H 0.57 6.65 -0.24
H -0.64 3.47 1.42
H -1.01 5.18 1.23
H -1.25 4.09 -0.14
H -2.63 1.36 -1.79
H -0.96 1.91 -2.06
H -2.04 1.60 -3.43
H -3.22 -1.10 -2.16
H -2.84 -0.80 -3.85
H -2.06 -2.15 -3.01
H 0.63 0.47 -3.30
H 0.47 -1.29 -3.09
H -0.35 -0.47 -4.41
S -3.31 -4.05 1.33
C -2.66 -4.73 -0.10
C -1.60 -4.03 -0.60
C -1.32 -2.91 0.22
C -2.17 -2.78 1.32
C -2.03 -1.76 2.37
C -2.74 -1.71 3.55
C -2.39 -0.76 4.50
C -1.33 0.12 4.25
C -0.68 0.04 3.05
N -1.03 -0.87 2.12
H -3.10 -5.63 -0.50
H -1.06 -4.30 -1.49
H -3.53 -2.41 3.74
H -2.93 -0.71 5.44
H -1.03 0.85 4.99
H 0.14 0.70 2.79
```

Computed properties:
Net charge   +3
HOMO   -17.498 eV
Orbital gap   6.56 eV
Energy above the lowest of the compared OMol25 structures with the same formula, charge and spin   94.3 kJ/mol
LUMO level   -10.94 eV

These are the Löwdin partial charges, in e, on atoms 1 to 4:
1. V 1.15
2. C 0.00
3. C -0.55
4. C 0.00


(4)
An isolated molecule of C21H33N3O, computed with ωB97M-V/def2-TZVPD.

XYZ file:
```
58
C21H33N3O, DFT ωB97M-V/def2-TZVPD
C -6.89 -0.69 0.16
N -5.77 -0.23 -0.63
C -4.49 -0.53 -0.24
C -4.23 -1.43 0.80
C -2.94 -1.75 1.16
C -1.85 -1.20 0.50
C -2.10 -0.29 -0.53
C -3.38 0.04 -0.89
H -3.52 0.77 -1.67
H -1.28 0.20 -1.03
C -0.49 -1.57 0.96
O -0.26 -1.95 2.10
N 0.48 -1.51 0.02
H 0.27 -1.11 -0.88
C 1.88 -1.62 0.34
H 1.94 -1.81 1.42
H 2.30 -2.49 -0.17
C 2.67 -0.34 -0.05
N 1.76 0.79 0.22
C 1.46 1.01 1.63
H 1.32 0.05 2.13
C 0.19 1.83 1.78
C 0.37 3.19 1.11
C 0.80 2.96 -0.33
C 2.04 2.08 -0.40
H 2.30 1.95 -1.45
H 2.88 2.60 0.11
H 1.01 3.91 -0.83
H -0.01 2.47 -0.88
H -0.56 3.76 1.14
H 1.14 3.76 1.63
H -0.04 1.95 2.84
H -0.64 1.30 1.31
H 2.29 1.54 2.13
C 3.98 -0.25 0.75
C 4.96 -1.38 0.41
C 5.28 -1.40 -1.08
C 4.00 -1.54 -1.89
C 3.03 -0.41 -1.55
H 2.11 -0.51 -2.14
H 3.52 0.52 -1.84
H 3.56 -2.52 -1.71
H 4.24 -1.48 -2.96
H 5.96 -2.22 -1.30
H 5.78 -0.46 -1.34
H 4.52 -2.34 0.70
H 5.87 -1.25 0.99
H 4.46 0.70 0.52
H 3.77 -0.28 1.82
H -2.76 -2.43 1.97
H -5.04 -1.89 1.34
C -6.02 0.79 -1.62
H -5.52 0.54 -2.56
H -5.66 1.77 -1.29
H -7.08 0.85 -1.82
H -7.82 -0.34 -0.28
H -6.92 -1.78 0.18
H -6.84 -0.32 1.19
```

Computed properties:
Net charge   0
HOMO   -7.678 eV
Orbital gap   8.42 eV
Energy above the lowest of the compared OMol25 structures with the same formula, charge and spin   52.2 kJ/mol
LUMO level   0.74 eV

These are the Löwdin partial charges, in e, on atoms 1 to 4:
1. C -0.07
2. N -0.20
3. C -0.23
4. C -0.02


(5)
A cluster of 7 separate species, C21H33N7O4 in total in a non-equilibrium geometry, computed with ωB97M-V/def2-TZVPD.

XYZ file:
```
65
C21H33N7O4, DFT ωB97M-V/def2-TZVPD
C -0.55 1.20 1.70
C 0.17 -0.24 1.99
N 1.61 -0.25 1.59
C 2.47 -1.03 2.53
C 3.80 -0.12 2.81
C 3.49 1.45 2.53
C 4.57 2.45 3.19
O 4.24 3.66 2.43
C 3.68 3.22 1.17
O 3.16 3.92 0.29
O 3.80 1.79 1.14
C 1.80 -0.63 0.19
C 3.08 -1.38 -0.41
O 0.89 -0.31 -0.64
H 0.26 2.00 1.80
H -1.42 1.36 2.43
H -0.90 1.13 0.61
H 0.03 -0.40 3.12
H -0.42 -1.11 1.50
H 2.74 -2.09 2.17
H 1.99 -1.17 3.57
H 4.05 -0.23 3.94
H 4.69 -0.42 2.18
H 2.47 1.79 2.94
H 4.60 2.56 4.32
H 5.58 2.11 2.75
H 3.97 -1.40 0.31
H 3.39 -0.90 -1.40
H 2.77 -2.49 -0.53
C -3.26 0.79 -2.35
C -3.09 1.45 -1.05
N -2.96 1.97 -0.03
H -2.59 1.22 -3.10
H -3.03 -0.27 -2.29
H -4.28 0.89 -2.72
C 6.06 1.75 -2.17
C 5.79 0.33 -1.97
N 5.58 -0.80 -1.80
H 5.92 2.04 -3.22
H 5.39 2.38 -1.57
H 7.08 2.01 -1.90
C -3.88 -1.42 1.83
C -3.07 -2.06 2.87
N -2.43 -2.56 3.68
H -3.61 -1.78 0.83
H -4.94 -1.62 1.97
H -3.75 -0.34 1.82
C -3.11 -1.61 -5.95
C -3.92 -1.65 -4.73
N -4.56 -1.69 -3.77
H -3.54 -2.24 -6.74
H -3.03 -0.60 -6.35
H -2.10 -1.97 -5.77
C -7.43 -3.06 4.43
C -7.51 -2.03 3.39
N -7.58 -1.22 2.57
H -6.44 -3.08 4.89
H -8.16 -2.88 5.23
H -7.63 -4.05 4.03
C 0.47 1.26 -4.92
C -0.94 1.28 -5.32
N -2.04 1.29 -5.64
H 0.58 0.97 -3.87
H 1.05 0.56 -5.52
H 0.93 2.25 -5.03
```

Computed properties:
Net charge   0
HOMO   -9.281 eV
Orbital gap   9.64 eV
Energy above the lowest of the compared OMol25 structures with the same formula, charge and spin   284.6 kJ/mol
LUMO level   0.36 eV

These are the Löwdin partial charges, in e, on atoms 1 to 4:
1. C -0.09
2. C -0.22
3. N -0.11
4. C -0.16


(6)
A cluster of 2 separate species, C21H33O9P in total in a non-equilibrium geometry, computed with ωB97M-V/def2-TZVPD.

XYZ file:
```
64
C21H33O9P, DFT ωB97M-V/def2-TZVPD
C 5.27 -3.59 0.84
C 5.88 -2.08 0.54
C 4.64 -1.05 0.09
C 5.21 0.47 0.32
C 4.08 1.65 0.27
C 2.53 1.08 -0.02
C 1.39 2.27 0.16
C -0.10 1.73 -0.33
C -0.70 0.68 0.77
O -0.08 -0.69 0.87
O -0.68 1.07 2.22
C -1.44 -0.06 2.82
O -1.23 -0.76 3.95
O -2.56 -0.27 1.86
C -2.33 0.38 0.53
C -2.49 -0.54 -0.82
C -3.41 -1.88 -0.64
C -3.12 -3.10 0.45
C -4.08 -4.42 0.65
C -5.42 -4.52 -0.33
C -6.43 -5.80 -0.13
C -5.72 -3.36 -1.46
C -4.74 -2.05 -1.64
P -3.53 1.88 0.65
O -3.39 2.92 -0.53
O -5.16 1.19 0.63
O -3.33 2.57 2.25
H 4.26 -3.80 0.25
H 6.06 -4.38 0.45
H 5.01 -3.75 1.98
H 6.26 -1.68 1.60
H 6.72 -2.06 -0.28
H 4.29 -1.27 -1.02
H 3.74 -1.35 0.79
H 5.83 0.50 1.32
H 5.97 0.69 -0.56
H 4.07 2.24 1.31
H 4.39 2.44 -0.55
H 2.44 0.61 -1.09
H 2.33 0.31 0.86
H 1.27 2.55 1.31
H 1.64 3.20 -0.50
H -0.80 2.68 -0.34
H -0.10 1.30 -1.43
H 0.48 -0.85 0.03
H -1.47 -0.83 -1.34
H -3.06 0.15 -1.62
H -2.17 -2.95 1.14
H -3.81 -5.21 1.47
H -5.86 -6.78 -0.42
H -6.76 -5.77 1.02
H -7.40 -5.59 -0.75
H -6.65 -3.42 -2.20
H -4.90 -1.20 -2.43
H -5.27 0.58 1.44
H -3.99 2.09 2.86
O 2.70 4.38 -1.49
C 2.15 5.23 -2.38
C 2.46 6.73 -1.94
O 1.90 7.58 -2.82
H 1.06 5.17 -2.52
H 2.50 5.14 -3.42
H 3.55 6.79 -1.81
H 2.12 6.81 -0.89
```

Computed properties:
Net charge   -2
HOMO   1.831 eV
Orbital gap   1.28 eV
LUMO level   3.11 eV

These are the Löwdin partial charges, in e, on atoms 1 to 4:
1. C -0.17
2. C -0.27
3. C -0.25
4. C -0.23


(7)
A structure of composition C21H34AlCaCsF8N2NaO13P2S in a non-equilibrium geometry, computed with ωB97M-V/def2-TZVPD.

XYZ file:
```
85
C21H34AlCaCsF8N2NaO13P2S, DFT ωB97M-V/def2-TZVPD
O 0.71 1.37 7.64
C 0.04 1.23 6.67
O -1.17 2.11 6.58
C 0.25 0.18 5.53
C -1.07 -0.48 4.93
C -0.93 -1.44 3.98
N 0.31 -1.92 3.56
P 0.14 -3.19 2.39
O -1.15 -3.10 1.73
O 1.29 -3.12 1.25
O 0.20 -4.64 3.12
C 1.57 -1.36 4.10
P 3.18 -2.09 3.59
O 4.33 -1.75 4.68
O 3.74 -1.47 2.15
S 3.10 -4.02 3.61
C 1.48 -0.28 5.05
C 2.74 0.38 5.59
O 2.72 1.82 5.71
C 2.55 2.51 4.58
F 3.28 3.62 4.68
F 2.94 1.89 3.44
F 1.29 2.94 4.37
H -1.79 1.82 7.27
H -2.08 -0.17 5.26
H -1.85 -1.87 3.60
H 1.44 -2.20 0.97
H -0.15 -4.48 4.01
H 4.89 -1.03 4.36
H 4.37 -2.08 1.75
H 3.62 0.19 5.01
H 2.94 0.00 6.59
F -1.44 -0.86 1.00
Na 1.43 0.00 2.08
C 1.58 -7.70 2.12
O 1.68 -7.43 3.51
H 2.24 -8.53 1.88
H 0.56 -7.97 1.85
H 1.88 -6.82 1.53
H 1.09 -6.69 3.69
C 5.28 -8.54 1.88
O 4.39 -9.44 2.42
H 5.43 -8.82 0.82
H 4.87 -7.50 1.92
H 6.25 -8.59 2.42
H 4.23 -9.21 3.35
O -1.83 0.56 -4.40
C -1.85 0.96 -3.25
C -0.44 -0.04 -2.32
O -0.47 0.34 -1.16
H -2.73 0.74 -2.61
H -1.58 2.01 -3.02
H 0.45 0.18 -2.95
H -0.71 -1.09 -2.56
Cs -1.37 2.18 4.43
N -2.79 4.15 -4.03
C -2.55 3.96 -5.33
C -3.12 4.73 -6.33
C -3.99 5.74 -5.97
C -4.25 5.95 -4.63
C -3.62 5.13 -3.70
H -1.87 3.15 -5.57
H -2.89 4.53 -7.37
H -4.46 6.36 -6.72
H -4.92 6.73 -4.30
H -3.80 5.26 -2.64
Ca 7.39 -7.07 1.17
F 10.53 -11.10 2.60
Al 10.39 -9.64 3.41
F 9.06 -8.77 2.65
F 11.74 -8.66 3.21
F 9.97 -9.83 5.02
C -7.21 9.63 -8.99
C -8.06 8.37 -9.06
C -7.06 7.30 -8.66
O -6.13 7.92 -7.76
C -6.32 9.34 -7.79
H -7.79 10.54 -8.87
H -6.60 9.72 -9.90
H -8.87 8.42 -8.33
H -8.50 8.19 -10.04
H -6.50 6.93 -9.53
H -7.52 6.44 -8.17
H -6.80 9.64 -6.86
H -5.35 9.83 -7.86
```

Computed properties:
Net charge   +1
HOMO   -8.750 eV
Orbital gap   1.54 eV
LUMO level   -7.21 eV

These are the Löwdin partial charges, in e, on atoms 1 to 4:
1. O 0.16
2. C -0.46
3. O -0.51
4. C -0.22